(1)
Molecular formula: CH8NO2
Method: DFT, the ωB97M-V functional and the def2-TZVPD basis

Atoms and positions in Å:
O1 -2.273 -1.199 0.219
O2 1.463 0.930 -0.980
N1 -0.035 0.518 0.673
C1 1.229 0.027 0.032
H1 -0.115 0.516 1.693
H2 -2.263 -1.499 -0.700
H3 -0.847 -0.050 0.382
H4 1.981 -0.023 0.817
H5 -2.522 -1.962 0.754
H6 -0.075 1.518 0.437
H7 1.090 -0.967 -0.329
H8 1.960 0.514 -1.694

Its relative energy (zero: lowest compared OMol25 entry of this formula, charge and spin) is 20.6 kJ/mol. As for the charge: +1. Its energy is -247.87836 hartree. For the molar mass, the calculation gives 66.08 Da. The value obtained for the frontier orbital gap is 12.62 eV. The calculation puts the HOMO energy at -16.075 eV. Its spin multiplicity is 1.



(2)
Molecular formula: C29H29N3O3P3PdS3SbSe2
Method: DFT, the ωB97M-V functional and the def2-TZVPD basis

Atoms and positions in Å:
Sb1 -0.118 -1.566 5.588
Pd1 1.176 0.584 3.355
Se1 0.801 1.658 -3.307
Se2 -0.889 2.094 2.880
S1 1.514 -1.968 3.347
S2 -2.153 -1.025 4.939
S3 1.194 0.639 5.669
P1 -1.173 1.519 0.822
P2 0.342 -0.272 -2.647
P3 3.337 0.570 3.646
O1 3.818 0.614 2.078
O2 3.987 1.885 4.201
O3 4.261 -0.555 4.203
N1 2.102 -0.571 0.824
N2 1.832 -0.949 -0.444
N3 1.247 0.417 1.217
C1 -3.451 -0.791 -3.980
C2 -3.188 -1.904 1.455
C3 3.060 -3.545 -4.341
C4 -3.715 0.523 0.186
C5 -4.452 -1.640 0.941
C6 -2.449 0.260 0.693
C7 -2.173 -0.293 -3.785
C8 -1.369 -0.828 -2.781
C9 -2.261 3.784 -2.356
C10 -2.189 -0.954 1.338
C11 -1.350 4.200 0.238
C12 -1.966 2.698 -1.552
C13 3.588 -0.314 1.059
C14 1.731 -3.840 -4.080
C15 0.739 -0.286 -0.840
C16 3.343 3.178 4.202
C17 2.718 -1.289 -3.599
C18 -2.101 5.072 -1.868
C19 -4.711 -0.436 0.307
C20 -1.504 2.905 -0.255
C21 1.386 -1.588 -3.317
C22 0.331 0.581 0.257
C23 0.890 -2.864 -3.569
C24 3.552 -2.270 -4.104
C25 4.267 -1.139 5.521
C26 -1.847 -1.858 -1.974
C27 -1.650 5.282 -0.574
C28 -3.122 -2.359 -2.182
C29 -3.920 -1.826 -3.184
H1 -2.115 1.699 -1.925
H2 -2.335 5.919 -2.499
H3 3.975 0.123 0.137
H4 -4.076 -0.379 -4.760
H5 3.485 3.647 3.229
H6 -4.914 -2.220 -3.345
H7 -1.536 6.287 -0.193
H8 -0.149 -3.100 -3.385
H9 5.101 -1.835 5.524
H10 2.280 3.078 4.433
H11 3.839 3.755 4.978
H12 -3.940 1.475 -0.279
H13 -5.698 -0.230 -0.082
H14 4.408 -0.363 6.270
H15 -2.990 -2.827 1.980
H16 -2.610 3.624 -3.367
H17 -5.242 -2.369 1.052
H18 1.679 -1.678 1.964
H19 -1.224 -2.279 -1.194
H20 4.039 -1.288 1.263
H21 1.344 -4.828 -4.283
H22 3.711 -4.308 -4.745
H23 -3.493 -3.162 -1.560
H24 3.085 -0.287 -3.443
H25 -1.220 -1.149 1.792
H26 -1.788 0.510 -4.404
H27 -0.997 4.354 1.249
H28 4.584 -2.036 -4.326
H29 3.334 -1.663 5.692

Its relative energy (zero: lowest compared OMol25 entry of this formula, charge and spin) is 208.0 kJ/mol. As for the charge: +1. Its energy is -8901.95986 hartree. For the molar mass, the calculation gives 1042.79 Da. The value obtained for the frontier orbital gap (spin up / spin down) is 6.51 / 5.62 eV. The calculation puts the HOMO energy (spin up / spin down) at -10.461 / -10.490 eV. Its spin multiplicity is 2.



(3)
Molecular formula: C33H44N4SSbY
Method: DFT, the ωB97M-V functional and the def2-TZVPD basis

Atoms and positions in Å:
Sb1 1.501 -0.741 -2.179
Y1 -0.661 1.122 1.177
S1 1.618 0.609 -0.315
N1 0.675 0.487 3.220
N2 -2.469 0.542 2.770
N3 -0.839 2.851 2.962
N4 -0.532 -1.374 1.432
C1 -1.146 -2.222 -1.871
C2 3.820 -1.484 -3.943
C3 -0.952 3.007 -0.732
C4 5.489 -2.444 -1.921
C5 0.795 -3.567 -1.302
C6 0.703 -1.749 2.160
C7 -0.044 -4.617 -0.948
C8 1.929 1.278 3.146
C9 5.900 -2.474 -3.250
C10 -3.551 -0.358 2.313
C11 -1.349 4.040 0.134
C12 -0.303 1.528 -6.059
C13 -1.425 -4.473 -1.056
C14 -3.024 2.502 0.097
C15 0.879 1.613 -3.964
C16 -1.827 2.549 4.021
C17 0.832 -0.964 3.457
C18 -0.497 0.159 -5.914
C19 3.418 -1.467 -2.609
C20 0.471 3.360 3.451
C21 -3.017 -1.450 1.396
C22 -2.988 1.742 3.468
C23 4.240 -1.937 -1.591
C24 -0.005 -0.498 -4.794
C25 0.236 -2.375 -1.758
C26 -2.627 3.733 0.634
C27 1.630 2.709 2.699
C28 -2.001 2.054 -0.782
C29 5.073 -1.993 -4.256
C30 0.380 2.253 -5.091
C31 -1.974 -3.282 -1.517
C32 -1.735 -2.113 1.898
C33 0.678 0.242 -3.834
H1 -1.731 -2.147 2.991
H2 2.593 0.794 2.429
H3 0.518 4.441 3.336
H4 -0.051 2.975 -1.325
H5 2.535 3.302 2.831
H6 -3.048 -3.184 -1.622
H7 6.876 -2.868 -3.500
H8 1.870 -3.687 -1.242
H9 1.438 2.758 1.614
H10 -3.658 1.463 4.285
H11 -3.798 -2.201 1.274
H12 0.058 -1.281 4.160
H13 1.792 -1.191 3.928
H14 -2.830 -1.041 0.395
H15 -3.982 2.018 0.227
H16 -1.029 -0.400 -6.673
H17 -1.676 -3.145 1.554
H18 3.178 -1.099 -4.727
H19 3.926 -1.883 -0.555
H20 -4.060 -0.798 3.177
H21 -3.556 2.323 2.746
H22 1.413 2.172 -3.206
H23 6.144 -2.808 -1.140
H24 1.548 -1.517 1.514
H25 0.382 -5.551 -0.605
H26 -1.938 0.019 3.466
H27 -0.156 -1.566 -4.683
H28 -1.248 3.562 2.361
H29 -4.284 0.243 1.777
H30 2.433 1.284 4.116
H31 5.403 -2.008 -5.287
H32 0.153 0.865 4.002
H33 0.562 3.157 4.521
H34 0.720 -2.823 2.367
H35 -2.058 1.203 -1.453
H36 -0.785 4.942 0.335
H37 -0.390 -1.665 0.465
H38 -3.222 4.363 1.283
H39 -1.330 1.971 4.808
H40 -2.203 3.456 4.498
H41 0.528 3.319 -5.211
H42 -2.072 -5.301 -0.798
H43 -0.688 2.033 -6.935
H44 -1.577 -1.299 -2.245

Its relative energy (zero: lowest compared OMol25 entry of this formula, charge and spin) is 72.2 kJ/mol. As for the charge: +2. Its energy is -2179.28598 hartree. For the molar mass, the calculation gives 739.48 Da. The value obtained for the frontier orbital gap is 8.41 eV. The calculation puts the HOMO energy at -13.230 eV. Its spin multiplicity is 1.



(4)
Molecular formula: C19H38Cl38
Method: DFT, the ωB97M-V functional and the def2-TZVPD basis

Atoms and positions in Å:
Cl1 -3.220 4.734 1.914
Cl2 1.610 2.022 2.286
Cl3 -0.326 0.683 8.577
Cl4 -5.644 -1.478 0.207
Cl5 3.334 2.857 5.625
Cl6 -3.808 3.034 -3.871
Cl7 4.398 0.269 6.432
Cl8 3.090 -3.186 1.938
Cl9 5.423 1.305 -3.355
Cl10 1.523 -0.446 -1.199
Cl11 4.643 -3.530 7.875
Cl12 -8.157 0.319 -3.651
Cl13 3.086 3.688 -4.451
Cl14 -4.651 -4.272 -1.428
Cl15 -5.867 5.579 0.874
Cl16 1.418 5.708 -2.000
Cl17 -1.228 3.732 -4.787
Cl18 5.826 -0.381 -0.881
Cl19 5.484 3.887 -6.190
Cl20 -0.614 3.430 4.975
Cl21 0.563 0.179 5.905
Cl22 -4.878 -6.392 -3.412
Cl23 -1.190 -4.831 -0.600
Cl24 0.972 5.627 3.773
Cl25 -2.160 -3.486 -3.934
Cl26 -4.726 1.131 -0.431
Cl27 -0.001 -0.541 -6.271
Cl28 2.268 -3.041 6.053
Cl29 -0.773 4.145 -0.800
Cl30 3.040 -3.267 -2.379
Cl31 5.189 -1.860 3.658
Cl32 -3.670 -0.984 -4.556
Cl33 -7.287 -2.520 -4.264
Cl34 -1.832 -6.244 1.916
Cl35 3.589 -5.596 -0.626
Cl36 -1.146 -0.495 0.037
Cl37 2.257 0.248 -4.543
Cl38 4.419 2.497 1.889
C1 -3.139 -2.512 -5.104
C2 3.823 -3.924 6.242
C3 -0.624 4.805 3.883
C4 1.024 0.631 7.534
C5 4.210 -4.048 -1.314
C6 0.326 -1.407 -0.391
C7 -2.183 2.343 -4.109
C8 -0.353 5.560 -1.774
C9 -4.259 -5.985 -1.759
C10 4.179 1.388 5.121
C11 -4.441 4.549 0.579
C12 -2.014 -4.724 0.993
C13 -7.435 -1.261 -3.029
C14 2.772 3.206 1.701
C15 4.018 2.998 -5.803
C16 4.806 0.785 -1.770
C17 0.899 -0.955 -4.808
C18 3.554 -1.820 3.081
C19 -5.392 0.113 0.889
H1 -7.945 -1.560 -2.083
H2 0.080 -2.334 -0.924
H3 -1.548 -3.884 1.479
H4 0.801 -1.626 0.572
H5 3.439 0.992 4.313
H6 -0.666 6.494 -1.323
H7 5.105 1.739 4.588
H8 -6.378 -1.053 -2.802
H9 0.277 -0.879 -3.922
H10 -4.810 3.510 0.585
H11 4.631 1.690 -1.163
H12 -6.318 0.556 1.209
H13 -4.711 0.163 1.771
H14 4.512 -3.624 5.465
H15 1.786 -0.104 7.834
H16 -3.885 4.760 -0.321
H17 4.301 1.968 -5.631
H18 2.662 4.110 2.211
H19 3.460 3.073 -6.766
H20 2.712 3.349 0.618
H21 1.296 -1.968 -4.951
H22 -1.275 5.594 4.266
H23 -3.226 -6.071 -1.819
H24 -2.503 -2.496 -6.031
H25 -0.811 4.350 2.883
H26 3.636 -4.973 6.329
H27 -4.652 -6.685 -0.996
H28 2.834 -1.941 3.847
H29 5.166 -4.189 -1.778
H30 -4.035 -3.127 -5.289
H31 -1.748 2.023 -3.174
H32 3.935 0.312 -2.106
H33 4.348 -3.420 -0.503
H34 -3.097 -4.584 0.794
H35 -0.823 5.318 -2.707
H36 3.469 -0.871 2.542
H37 -2.252 1.532 -4.875
H38 1.508 1.593 7.395

Its relative energy (zero: lowest compared OMol25 entry of this formula, charge and spin) is 233.8 kJ/mol. Its energy is -18233.95837 hartree. For the molar mass, the calculation gives 1613.73 Da. The value obtained for the frontier orbital gap is 10.69 eV. The calculation puts the HOMO energy at -10.701 eV. Its spin multiplicity is 1.



Q: What is the formula in the fourth record?
A: C19H38Cl38



Q: The highest relative energy (zero: lowest compared OMol25 entry of this formula, charge and spin) belongs to which entry?
A: C19H38Cl38



Q: What is the relative energy (zero: lowest compared OMol25 entry of this formula, charge and spin) in the first record?
A: 20.6 kJ/mol